(1)
Density functional theory data (ωB97M-V/def2-TZVPD) for a molecular structure, C26H31F6N5PS2SbSiTl.

Element x y z (Å)
Tl (0.306, -0.057, -0.045)
S (2.993, 0.033, 0.446)
C (2.826, 1.290, 1.623)
C (3.622, 1.227, 2.773)
C (3.603, 2.218, 3.741)
C (4.426, 2.119, 4.900)
N (5.098, 2.040, 5.832)
C (2.754, 3.334, 3.568)
C (1.938, 3.393, 2.450)
C (1.941, 2.393, 1.473)
S (0.856, 2.587, 0.132)
C (2.732, 4.369, 4.547)
N (2.722, 5.208, 5.337)
H (4.278, 0.375, 2.891)
H (1.263, 4.230, 2.326)
C (-3.728, -0.324, 0.033)
C (-2.932, -1.585, -0.112)
C (-3.464, -2.840, 0.138)
C (-2.638, -3.953, -0.026)
C (-1.339, -3.807, -0.445)
C (-0.835, -2.501, -0.677)
N (-1.664, -1.442, -0.498)
N (0.416, -2.178, -1.026)
Si (1.666, -3.106, -1.722)
C (2.920, -1.901, -2.454)
C (0.954, -4.184, -3.121)
C (2.568, -4.260, -0.517)
H (-4.781, -0.542, 0.209)
H (-3.632, 0.291, -0.861)
H (-3.347, 0.278, 0.861)
H (-4.485, -2.944, 0.479)
H (-3.022, -4.943, 0.200)
H (-0.675, -4.655, -0.548)
H (2.408, -0.989, -2.770)
H (3.446, -2.318, -3.316)
H (3.661, -1.603, -1.710)
H (0.302, -3.577, -3.753)
H (0.352, -5.005, -2.723)
H (1.736, -4.615, -3.752)
H (2.907, -3.682, 0.346)
H (3.444, -4.719, -0.985)
H (1.922, -5.061, -0.150)
F (-2.485, 2.278, -1.645)
P (-3.311, 3.642, -1.251)
F (-1.973, 4.507, -1.487)
F (-4.142, 4.980, -0.882)
F (-2.931, 3.418, 0.295)
F (-4.652, 2.743, -1.054)
F (-3.696, 3.823, -2.824)
N (0.106, -0.910, 1.940)
C (0.025, -0.309, 3.111)
C (-0.573, 0.973, 3.348)
C (-0.632, 1.515, 4.611)
C (-0.107, 0.831, 5.708)
C (0.459, -0.432, 5.522)
C (0.515, -1.001, 4.273)
H (-0.994, 1.501, 2.499)
H (-1.079, 2.493, 4.749)
H (-0.140, 1.278, 6.694)
H (0.861, -0.974, 6.372)
H (0.952, -1.979, 4.116)
C (-2.468, 0.508, -4.115)
Sb (-0.525, 0.766, -3.206)
C (0.484, -0.245, -4.863)
C (-0.233, 2.711, -4.090)
H (-2.394, 0.751, -5.175)
H (-3.152, 1.196, -3.625)
H (-2.823, -0.516, -3.992)
H (0.009, 0.036, -5.804)
H (0.422, -1.327, -4.734)
H (1.538, 0.034, -4.897)
H (-0.502, 2.671, -5.146)
H (0.803, 3.031, -3.980)
H (-0.880, 3.413, -3.566)

Output
total charge = -2
2S+1 = 2
HOMO energy (alpha / beta) = -2.57 / -2.57 eV
HOMO-LUMO gap (alpha / beta) = 6.7 / 6.4 eV
relative energy (zero: lowest compared OMol25 entry of this formula, charge and spin) = 76.8 kJ/mol
⟨S²⟩ = 0.806

(2)
Density functional theory data (ωB97M-V/def2-TZVPD) for a molecular structure, C21H43N2P3RuS2.

Element x y z (Å)
Ru (-0.045, 0.038, -0.439)
P (1.757, 1.029, 0.599)
P (-1.691, 1.580, 0.002)
P (0.540, 0.963, -2.418)
H (-0.832, -2.684, -0.507)
C (-0.020, -2.163, -1.030)
C (1.190, -1.870, -0.337)
H (1.333, -2.254, 0.680)
C (2.305, 0.529, 2.280)
C (1.657, 2.849, 0.858)
C (3.409, 0.837, -0.209)
C (-3.291, 0.881, -0.587)
C (-2.160, 2.070, 1.717)
C (-1.661, 3.276, -0.728)
C (1.872, 0.022, -3.252)
C (1.236, 2.647, -2.600)
C (-0.981, 1.044, -3.449)
H (0.083, -2.390, -2.093)
H (2.104, -1.819, -0.939)
H (2.273, -0.557, 2.381)
H (1.668, 0.980, 3.043)
H (3.338, 0.857, 2.449)
H (0.769, 3.097, 1.455)
H (1.607, 3.386, -0.097)
H (2.556, 3.177, 1.402)
H (3.553, -0.213, -0.484)
H (4.185, 1.115, 0.520)
H (3.532, 1.468, -1.096)
H (-4.075, 1.654, -0.534)
H (-3.567, 0.026, 0.051)
H (-3.189, 0.529, -1.623)
H (-2.829, 2.947, 1.683)
H (-1.265, 2.340, 2.295)
H (-2.689, 1.246, 2.219)
H (-2.546, 3.823, -0.361)
H (-1.690, 3.251, -1.823)
H (-0.756, 3.809, -0.399)
H (1.925, 0.343, -4.302)
H (1.697, -1.064, -3.219)
H (2.834, 0.238, -2.766)
H (1.345, 2.830, -3.681)
H (2.232, 2.722, -2.142)
H (0.575, 3.412, -2.178)
H (-0.685, 1.034, -4.509)
H (-1.551, 1.958, -3.244)
H (-1.644, 0.187, -3.256)
C (-0.711, -2.920, -5.863)
C (-1.808, -2.827, -6.748)
C (-1.956, -3.751, -7.783)
C (-1.031, -4.781, -7.975)
C (0.057, -4.887, -7.089)
C (0.208, -3.976, -6.037)
S (-0.332, -1.652, -4.745)
H (-0.951, -1.845, -3.517)
H (-2.498, -1.989, -6.624)
H (-2.800, -3.641, -8.472)
H (-1.118, -5.477, -8.817)
H (0.803, -5.667, -7.230)
H (1.063, -4.023, -5.357)
C (0.541, -3.134, 3.273)
N (0.139, -1.847, 3.828)
C (0.413, -1.413, 5.114)
C (-0.140, -0.176, 5.252)
N (-0.751, 0.122, 4.047)
C (-0.541, -0.889, 3.147)
S (-1.121, -1.076, 1.552)
H (-0.317, -3.631, 2.818)
H (1.320, -3.009, 2.520)
H (0.933, -3.726, 4.099)
H (0.957, -2.011, 5.812)
H (-0.158, 0.506, 6.083)
H (-1.316, 0.959, 3.880)

Output
total charge = +4
2S+1 = 5
HOMO energy (alpha / beta) = -18.30 / -19.90 eV
HOMO-LUMO gap (alpha / beta) = 7.1 / 5.0 eV
relative energy (zero: lowest compared OMol25 entry of this formula, charge and spin) = 0.0 kJ/mol
⟨S²⟩ = 6.049

(3)
Density functional theory data (ωB97M-V/def2-TZVPD) for C6H11NO in the gas phase.

Element x y z (Å)
C (-0.495, -1.759, -1.284)
N (0.064, -0.465, -0.859)
C (1.567, -0.537, -0.829)
C (1.991, 0.582, 0.110)
C (0.933, 0.656, 1.218)
C (-0.310, -0.054, 0.533)
C (-1.496, 0.939, 0.267)
O (-2.429, 1.001, 1.014)
H (-1.162, -2.119, -0.498)
H (0.300, -2.454, -1.601)
H (-1.338, -1.575, -1.976)
H (1.856, -0.291, -1.865)
H (1.998, -1.539, -0.677)
H (2.078, 1.503, -0.472)
H (2.906, 0.260, 0.648)
H (0.646, 1.611, 1.676)
H (1.226, 0.133, 2.132)
H (-0.616, -0.970, 1.051)
H (-1.274, 1.569, -0.607)

Output
HOMO energy = -8.86 eV
HOMO-LUMO gap = 9.9 eV
SMILES = CN1CCC[C@H]1C=O
relative energy (zero: lowest compared OMol25 entry of this formula, charge and spin) = 205.6 kJ/mol

(4)
Density functional theory data (ωB97M-V/def2-TZVPD) for C15H13N3O3S in the gas phase.

Element x y z (Å)
N (-3.452, -2.164, -0.683)
C (-4.594, -2.038, -0.283)
O (-5.191, -2.807, 0.277)
C (-5.315, -0.692, -0.590)
S (-4.997, 0.458, 0.856)
C (-3.377, 1.054, -0.021)
N (-2.748, 0.561, -0.999)
N (-1.494, 1.171, -0.989)
C (-1.592, 2.287, -0.014)
C (-0.457, 2.903, 0.197)
O (0.784, 2.871, -0.213)
C (1.380, 1.598, -0.020)
C (0.875, 0.800, 1.296)
C (1.637, -0.270, 1.477)
C (2.709, -0.620, 0.892)
C (3.523, -1.882, 0.939)
C (4.688, -2.115, 0.462)
C (5.277, -1.190, -0.729)
C (4.438, -0.218, -0.892)
C (3.322, -0.002, -0.231)
C (2.475, 1.285, -0.451)
O (-2.779, 2.125, 0.606)
H (-3.035, -3.154, -0.618)
H (-3.033, -1.437, -1.144)
H (-5.051, -0.451, -1.689)
H (-6.509, -0.827, -0.432)
H (-0.788, 4.033, -0.239)
H (-0.401, 3.229, 1.426)
H (0.037, 1.140, 1.435)
H (1.374, -1.023, 2.190)
H (3.225, -2.723, 1.805)
H (5.321, -2.891, 0.542)
H (6.002, -1.575, -1.084)
H (4.856, 0.464, -1.677)
H (2.890, 2.102, -1.400)

Output
HOMO energy = -8.70 eV
HOMO-LUMO gap = 8.4 eV
SMILES = NC(=O)CSc1nnc(COc2ccc3ccccc3c2)o1
relative energy (zero: lowest compared OMol25 entry of this formula, charge and spin) = 1349.0 kJ/mol

(5)
Density functional theory data (ωB97M-V/def2-TZVPD) for C3H5FN2 in the gas phase.

Element x y z (Å)
C (2.010, -0.288, 0.129)
C (0.788, 0.139, 0.022)
F (0.620, 1.527, -0.154)
C (-0.389, -0.790, -0.161)
N (-1.598, -0.620, -0.057)
N (-2.112, 0.651, 0.272)
H (2.288, -1.333, 0.394)
H (2.810, 0.471, 0.236)
H (0.082, -1.744, -0.413)
H (-1.501, 1.391, -0.096)
H (-2.996, 0.597, -0.172)

Output
HOMO energy = -9.34 eV
HOMO-LUMO gap = 10.2 eV
SMILES = C=C(F)/C=N\N
relative energy (zero: lowest compared OMol25 entry of this formula, charge and spin) = 167.4 kJ/mol

(6)
Density functional theory data (ωB97M-V/def2-TZVPD) for a gas-phase ion, C7H11N5 (charge +2).

Element x y z (Å)
C (-0.450, 1.712, 2.698)
C (-1.454, 1.808, 1.700)
C (0.372, 0.958, 0.807)
C (-0.470, -1.034, -1.012)
C (-1.557, 1.115, -0.777)
C (1.665, -2.079, -0.997)
C (1.004, 0.293, -0.310)
N (0.591, 1.081, 2.101)
N (-0.892, 1.392, 0.487)
N (0.187, -2.110, -1.139)
N (-1.562, -0.322, -1.092)
N (1.896, -0.836, -0.084)
H (-0.524, 2.016, 3.743)
H (-2.415, 2.283, 1.812)
H (-2.524, 1.379, -0.702)
H (-1.012, 1.754, -1.537)
H (2.131, -2.867, -0.477)
H (1.997, -1.744, -2.070)
H (1.028, 0.787, -1.284)
H (-0.276, -3.024, -1.247)
H (-2.419, -0.738, -1.238)
H (1.774, -1.090, 0.948)
H (2.909, -0.734, -0.333)

Output
total charge = +2
HOMO energy (alpha / beta) = -16.04 / -16.04 eV
HOMO-LUMO gap (alpha / beta) = 7.5 / 7.5 eV
relative energy (zero: lowest compared OMol25 entry of this formula, charge and spin) = 337.1 kJ/mol